*w*
ORCA calculation (ωB97M-V/def2-TZVPD) on a cluster of 2 separate species, C4H10NOP in total.

Computed properties:
* LUMO energy: -0.2 eV
* molecular weight: 119.1 g mol⁻¹
* SMILES: C/P=N/CO.C=C
* HOMO level: -0.32631 Ha
* frontier orbital gap: 8.70 eV

Cartesian coordinates (Å):
C: 0.4953 -2.2219 -1.0918
P: -0.2446 -1.6666 0.5201
N: -0.9501 -0.3650 -0.0492
C: -1.7663 0.5870 0.6042
O: -2.9368 0.8302 -0.1482
H: 1.5558 -2.0814 -1.1989
H: -0.1823 -1.5351 -1.6271
H: 0.1276 -3.2981 -1.2072
H: -1.9135 0.2698 1.6299
H: -1.0228 1.4040 0.5904
H: -3.0531 0.3216 -0.9902
C: 1.9593 1.1109 1.0250
C: 1.2897 1.5068 -0.0218
H: 2.4012 0.1489 1.0736
H: 2.1938 1.6521 1.9169
H: 0.8193 2.4871 -0.1989
H: 1.2273 0.8497 -0.8269

***

*x*
ORCA calculation (ωB97M-V/def2-TZVPD) on a cluster of 3 separate species, C4H10NOP in total.

Computed properties:
* LUMO energy: 0.7 eV
* molecular weight: 119.1 g mol⁻¹
* SMILES: C=PC.C=N.C=O
* HOMO level: -0.33386 Ha
* frontier orbital gap: 9.77 eV

Cartesian coordinates (Å):
C: 0.7976 0.7518 1.3602
P: -0.6989 0.2351 1.8615
C: -0.7973 -1.4113 1.1362
H: 1.3891 0.1963 0.5345
H: 0.9691 1.7086 1.6995
H: 0.1960 -1.7730 0.7494
H: -1.1516 -2.1344 1.9878
H: -1.5475 -1.4686 0.2232
C: -2.6507 3.5866 -0.2242
N: -1.9503 3.1206 0.6760
H: -3.7270 3.6676 -0.1273
H: -2.0925 3.9681 -1.0927
H: -2.3679 2.8298 1.6719
C: 3.5546 -3.0688 -3.3092
O: 2.9851 -4.0802 -3.0482
H: 3.8182 -2.7363 -4.3880
H: 3.9353 -2.4667 -2.3994

***

*y*
ORCA calculation (ωB97M-V/def2-TZVPD) on a cluster of 2 separate species, C4H10NOP in total.

Computed properties:
* LUMO energy: -1.0 eV
* molecular weight: 119.1 g mol⁻¹
* HOMO level: -0.35041 Ha
* frontier orbital gap: 8.51 eV

Cartesian coordinates (Å):
C: 1.3881 0.2119 -0.2553
C: -0.7530 -0.6662 0.7162
C: -0.6322 -0.1323 -1.7194
C: -0.1402 0.2732 -0.3254
N: -0.5759 1.6024 -0.0555
O: -1.4112 3.9902 -0.1455
P: -1.0996 2.8225 -0.9563
H: 1.8270 0.8715 -1.0007
H: 1.7284 0.5318 0.7277
H: 1.7402 -0.8015 -0.4328
H: -1.8380 -0.6576 0.6397
H: -0.4767 -0.3293 1.7139
H: -0.3974 -1.6858 0.5744
H: -0.1209 0.4377 -2.4870
H: -0.4486 -1.1885 -1.8870
H: -1.7002 0.0555 -1.7973
H: -0.5070 1.8422 1.6534

***

Pick *y*: it beats the second-best structure by 93.0 kJ/mol.

***

*w*
ORCA calculation (ωB97M-V/def2-TZVPD) on a structure of composition C9H9N2O5STm.

Computed properties:
* LUMO energy (alpha / beta): -9.4 / -9.3 eV
* total charge: +2
* multiplicity: 3
* molecular weight: 426.2 g mol⁻¹
* HOMO level (alpha / beta): -0.56666 / -0.56700 Ha
* expectation value of S²: 2.254
* frontier orbital gap (alpha / beta): 5.98 / 6.10 eV

Cartesian coordinates (Å):
O: 0.6705 0.9454 -4.5169
C: 0.5059 1.3983 -3.4662
Tm: -0.0709 1.5701 -1.3004
O: -2.6774 0.6373 -3.5606
C: -1.9800 0.6487 -2.6141
C: -1.7242 -0.9600 -1.6077
O: -2.6476 -1.3675 -0.9354
C: -0.2968 -1.4223 -1.6942
O: 0.6116 -0.5380 -1.4096
C: -0.1413 -2.4484 -2.7213
O: -0.2746 -2.2791 -3.9069
H: 0.1426 -3.3697 -2.1849
S: 1.7994 2.7906 -0.0019
C: 1.1371 1.5235 1.0169
N: -0.2570 1.3427 1.0904
C: -0.8928 0.4640 2.1255
C: 0.1300 -0.1453 3.0390
C: 1.3902 -0.5603 2.3188
N: 1.9228 0.6339 1.6277
H: -0.6708 2.2946 1.0282
H: -1.4868 -0.2965 1.6206
H: -1.5510 1.1268 2.6629
H: -0.3030 -1.0066 3.5537
H: 0.4198 0.5830 3.8079
H: 1.1826 -1.3773 1.6175
H: 2.1514 -0.8726 3.0196
H: 2.9102 0.6849 1.3914

***

*x*
ORCA calculation (ωB97M-V/def2-TZVPD) on a structure of composition C9H9N2O5STm.

Computed properties:
* LUMO energy (alpha / beta): -10.9 / -10.9 eV
* total charge: +2
* multiplicity: 3
* molecular weight: 426.2 g mol⁻¹
* HOMO level (alpha / beta): -0.61584 / -0.62825 Ha
* expectation value of S²: 2.161
* frontier orbital gap (alpha / beta): 5.81 / 6.24 eV

Cartesian coordinates (Å):
O: -0.0026 2.2398 -5.2876
C: -0.0168 2.2252 -4.1532
Tm: 0.0000 0.0000 0.0000
C: -0.0410 0.3431 1.8151
O: -0.0667 0.5568 2.9459
C: 0.0239 -1.8443 0.1251
O: 0.0399 -2.9920 0.1467
C: 1.8398 -0.0147 -0.1804
O: 2.9754 -0.0344 -0.3475
C: -1.8300 -0.0673 -0.2532
O: -2.9571 -0.1192 -0.4652
H: 0.0351 -0.2930 -1.5496
S: 1.6788 -1.3601 1.8318
C: 1.4397 -1.3686 3.4622
N: 2.2015 -0.4815 4.2780
C: 1.7646 -0.1909 5.6252
C: 1.2433 -1.4689 6.2700
C: 0.0760 -2.0506 5.4572
N: 0.3875 -2.1368 4.0405
H: 2.8309 0.1903 3.8125
H: 0.9694 0.5861 5.6003
H: 2.6206 0.2010 6.2157
H: 0.9224 -1.2833 7.3177
H: 2.0771 -2.2045 6.2832
H: -0.8341 -1.4233 5.5741
H: -0.1419 -3.0627 5.8587
H: -0.2665 -2.6367 3.4204

***

Pick *w*: it beats the second-best structure by 1398.5 kJ/mol.

***

*w*
ORCA calculation (ωB97M-V/def2-TZVPD) on a cluster of 3 separate species, C3H10O3 in total.

Computed properties:
* LUMO energy: 0.6 eV
* molecular weight: 94.1 g mol⁻¹
* SMILES: C=C(C)O.O.O
* HOMO level: -0.35019 Ha
* frontier orbital gap: 10.16 eV

Cartesian coordinates (Å):
C: -1.5686 -2.1523 0.4301
C: -1.5806 -0.9296 -0.0688
C: -0.5048 -0.2910 -0.8976
O: -2.7804 -0.2061 -0.0241
H: -0.6798 -2.7532 0.3833
H: -2.3501 -2.5759 1.0423
H: 0.0704 0.4160 -0.2946
H: 0.1235 -1.0781 -1.3013
H: -0.9848 0.2860 -1.6883
H: -2.7501 0.4213 0.7059
O: 1.8468 -0.6239 -4.9195
H: 1.6442 -1.1649 -4.1428
H: 2.5307 0.0102 -4.6624
O: 2.5087 3.6669 4.8446
H: 1.6142 3.3209 4.8540
H: 2.8608 3.6538 5.7393

***

*x*
ORCA calculation (ωB97M-V/def2-TZVPD) on a cluster of 3 separate species, C3H10O3 in total.

Computed properties:
* LUMO energy: 0.7 eV
* molecular weight: 94.1 g mol⁻¹
* SMILES: C/C=C/O.O.O
* HOMO level: -0.32118 Ha
* frontier orbital gap: 9.41 eV

Cartesian coordinates (Å):
C: 0.7481 -0.3123 2.1310
C: 0.1770 -0.2216 0.6531
C: 0.9928 0.0853 -0.4020
O: 0.3577 0.6185 -1.5077
H: 0.5570 0.6023 2.7457
H: 0.5190 -1.1690 2.6541
H: 1.7863 -0.3015 2.1444
H: -0.9036 -0.1631 0.6208
H: 2.0040 0.0456 -0.4241
H: 0.6621 1.5271 -1.5061
O: -2.4582 -3.6563 0.8963
H: -1.5087 -3.4972 1.1264
H: -2.2712 -4.4869 0.5290
O: -0.0620 3.4400 -2.8569
H: 0.2829 4.1419 -3.4957
H: -0.8832 3.3472 -3.3084

***

*y*
ORCA calculation (ωB97M-V/def2-TZVPD) on a cluster of 3 separate species, C3H10O3 in total.

Computed properties:
* LUMO energy: 0.6 eV
* molecular weight: 94.1 g mol⁻¹
* SMILES: C=C(C)O.O.O
* HOMO level: -0.34818 Ha
* frontier orbital gap: 10.10 eV

Cartesian coordinates (Å):
C: 2.1858 0.2295 1.5734
C: 1.1319 -0.5040 1.2171
C: 0.5844 -0.7456 -0.1711
O: 0.6250 -1.3618 2.1925
H: 2.6553 0.9112 0.8544
H: 2.5091 0.4357 2.5837
H: -0.3218 -0.1643 -0.3246
H: 1.3758 -0.4873 -0.8749
H: 0.2948 -1.7871 -0.2384
H: -0.1547 -0.9592 2.5820
O: 1.6452 -2.4982 -4.3713
H: 1.9980 -1.8403 -3.7335
H: 0.9035 -2.1231 -4.8154
O: -5.1019 4.2544 0.4516
H: -4.6434 3.8518 1.1882
H: -5.3861 5.1572 0.6652

***

Pick *w*: it beats the second-best structure by 13.3 kJ/mol.

***

*w*
ORCA calculation (ωB97M-V/def2-TZVPD) on a structure of composition C5H13N4.

Computed properties:
* LUMO energy: -3.0 eV
* total charge: +1
* molecular weight: 129.2 g mol⁻¹
* HOMO level: -0.43903 Ha
* frontier orbital gap: 8.93 eV

Cartesian coordinates (Å):
C: 1.2501 -1.1828 -0.4253
C: 0.0242 -1.5996 0.3537
C: -0.0117 2.3158 0.3792
C: -0.9756 0.0279 0.8377
C: -0.0639 0.8876 -0.0253
N: 1.3539 -1.3715 -1.8745
N: -0.4843 -2.6850 0.5195
N: -2.3554 -0.0547 0.5038
N: 1.3367 0.3106 -0.0891
H: 2.2558 -1.7130 0.0077
H: 0.2890 2.5560 1.4533
H: -0.9065 2.8625 0.3915
H: 0.5526 3.0173 -0.4005
H: -0.6372 0.2541 1.9132
H: -0.3861 0.9263 -1.1625
H: 1.7857 -2.2741 -2.0071
H: -1.3446 -2.8066 1.0263
H: -2.5869 0.6447 -0.2266
H: -3.0212 -0.3140 1.1503
H: 1.8172 0.9089 -0.8576
H: 0.4334 -1.2649 -2.2773
H: 1.6750 0.5546 0.8096

***

*x*
ORCA calculation (ωB97M-V/def2-TZVPD) on the ion C5H13N4 with charge +1.

Computed properties:
* LUMO energy: -2.7 eV
* total charge: +1
* molecular weight: 129.2 g mol⁻¹
* HOMO level: -0.44768 Ha
* frontier orbital gap: 9.44 eV

Cartesian coordinates (Å):
C: -0.4755 -0.2220 1.5083
C: 0.7258 0.3589 1.3812
C: 0.7612 0.3653 -0.7284
C: 1.4656 -0.9238 -1.0873
C: -2.7425 -0.5041 0.0704
N: -0.6332 0.1941 -0.8570
N: 1.8089 0.7672 2.0767
N: 1.2405 1.5045 -1.4434
N: -1.2264 -0.5234 0.2450
H: -0.7621 -0.5842 2.4528
H: 2.6286 -0.8973 -1.0539
H: 1.2156 -1.3664 -2.1287
H: 1.2234 -1.7638 -0.2360
H: -3.1254 -0.9250 -0.8205
H: -3.0544 -1.1204 0.9403
H: -3.0495 0.6061 0.1334
H: -1.2185 1.0012 -0.8371
H: 2.0104 0.3203 2.9331
H: 2.2321 1.6150 1.6809
H: 1.7784 1.0913 -2.1728
H: 0.5453 2.1677 -1.7155
H: -0.8604 -1.4974 -0.1264

***

*y*
ORCA calculation (ωB97M-V/def2-TZVPD) on the ion C5H13N4 with charge +1.

Computed properties:
* LUMO energy (alpha / beta): -3.5 / -3.5 eV
* total charge: +1
* molecular weight: 129.2 g mol⁻¹
* HOMO level (alpha / beta): -0.44451 / -0.44440 Ha
* frontier orbital gap (alpha / beta): 8.59 / 8.58 eV

Cartesian coordinates (Å):
C: -0.1460 -2.1429 0.7548
C: -0.4958 -1.0278 -0.3524
C: 0.2092 0.2898 -0.0457
C: 1.6599 0.4321 -0.1576
C: -0.8159 2.4530 0.5711
N: -0.2496 -1.3731 2.0009
N: -0.1072 -0.2083 2.0114
N: -0.1764 -1.5270 -1.6966
N: -0.5729 1.3976 -0.4464
H: -0.6492 -3.1094 0.7138
H: 1.0621 -2.4247 0.7419
H: -1.5756 -0.9027 -0.3108
H: 2.1282 -0.5445 0.0758
H: 1.9608 1.0784 0.6231
H: 2.0705 0.8063 -1.0857
H: -0.3593 2.0915 1.5237
H: -0.4867 3.4068 0.2002
H: -1.9305 2.5047 0.5938
H: 0.7870 -1.5966 -1.8085
H: -0.6804 -2.4222 -1.8570
H: -0.0879 1.8499 -1.2163
H: -1.5444 0.9689 -0.8334

***

Pick *w*: it beats the second-best structure by 99.5 kJ/mol.

***

*w*
ORCA calculation (ωB97M-V/def2-TZVPD) on a structure of composition C8H9GaN2O5S.

Computed properties:
* LUMO energy: -11.4 eV
* total charge: +2
* molecular weight: 315.0 g mol⁻¹
* HOMO level: -0.58901 Ha
* frontier orbital gap: 4.65 eV

Cartesian coordinates (Å):
O: -0.9826 -3.7763 -0.4973
C: -1.2174 -3.0474 -1.3524
Ga: -0.6724 1.5803 0.5054
O: 0.8368 -1.0909 1.1214
C: 0.3103 -0.4565 0.2066
C: 1.5774 2.3888 0.5787
O: 2.5943 2.9221 0.5560
C: -0.4678 -0.5779 -2.3612
O: -1.1019 0.1581 -3.0245
C: 0.3222 -1.0482 -1.1549
O: 0.9259 -2.1716 -1.2726
H: -1.1099 3.1314 0.8401
C: 1.3058 1.1544 4.9690
N: 0.5162 1.3429 3.7416
C: -0.6872 0.7543 3.5826
S: -1.9439 1.4529 2.5743
N: -1.0056 -0.3795 4.2264
C: -0.0333 -1.4456 4.4450
H: 1.8444 0.2058 4.9086
H: 0.6562 1.1642 5.8465
H: 2.0230 1.9800 5.0328
H: 0.6080 2.2508 3.2813
H: -1.9565 -0.6877 3.9985
H: 0.4571 -1.3025 5.3976
H: -0.5948 -2.3746 4.4829
H: 0.6837 -1.5274 3.6287

***

*x*
ORCA calculation (ωB97M-V/def2-TZVPD) on a structure of composition C8H9GaN2O5S.

Computed properties:
* LUMO energy: -8.9 eV
* total charge: +2
* molecular weight: 315.0 g mol⁻¹
* HOMO level: -0.58888 Ha
* frontier orbital gap: 7.08 eV

Cartesian coordinates (Å):
O: -2.1641 0.4167 3.6387
C: -1.3975 0.3956 2.7851
Ga: 1.0509 -0.2034 -0.4925
O: -1.5617 -2.2397 -0.0231
C: -0.6854 -1.5011 -0.2121
C: 1.4100 -0.3668 -2.5460
O: 1.4567 -0.3690 -3.7043
C: 0.5747 1.7814 -0.2881
O: 0.7649 2.6864 -1.0688
C: -1.6521 0.9829 -0.8726
O: -2.4858 1.6837 -1.2417
H: 0.4094 1.9259 0.8293
C: 2.9259 -4.5082 0.1973
N: 2.7200 -3.0707 0.3528
C: 2.1913 -2.3839 1.3766
S: 2.4260 -0.6003 1.3551
N: 1.4922 -2.9226 2.3788
C: 0.9945 -4.2912 2.5561
H: 2.3368 -5.1110 0.8884
H: 3.9899 -4.7376 0.3372
H: 2.6259 -4.7499 -0.8278
H: 3.2904 -2.4947 -0.2622
H: 1.1476 -2.2368 3.0491
H: 1.8016 -4.9873 2.8192
H: 0.3037 -4.2492 3.4036
H: 0.4379 -4.6535 1.6777

***

Pick *x*: it beats the second-best structure by 412.6 kJ/mol.